(1)
A structure of composition C38H82CdO21Zn, computed with ωB97M-V/def2-TZVPD.

The calculation puts the LUMO energy at -0.1841 hartree. As for the gap between HOMO and LUMO: 2.36 eV.

Structure (ORCA input):
```
! RIJCOSX wB97M-V def2-TZVPD def2/J DEFGRID3
* xyz 0 1
Zn 0.36 6.69 1.11
Cd -1.03 -4.16 -1.68
C 1.07 0.86 0.37
C 0.53 -0.19 -0.52
C -0.56 0.21 -1.51
O -1.22 -0.66 -2.04
C -0.83 1.58 -1.69
C -0.37 2.50 -0.84
C 0.60 2.14 0.23
O 0.98 2.95 1.16
O -0.64 3.75 -1.07
O 0.77 -1.42 -0.44
H 1.78 0.59 1.14
H -1.45 1.88 -2.52
C -6.47 -5.98 -1.75
C -7.42 -6.04 -0.81
C -7.27 -5.50 0.57
O -8.21 -5.50 1.45
C -6.14 -4.90 0.96
C -5.02 -4.78 0.05
C -5.24 -5.36 -1.44
O -4.26 -5.31 -2.22
O -3.89 -4.32 0.34
O -8.54 -6.57 -1.20
H -6.61 -6.48 -2.69
H -5.99 -4.47 1.94
C -3.36 1.39 4.16
C -3.86 1.84 5.54
O -3.74 3.24 5.62
H -3.88 1.89 3.33
H -3.43 0.31 4.01
H -2.31 1.64 4.06
H -3.27 1.38 6.34
H -4.91 1.57 5.72
H -4.41 3.57 6.22
C 1.04 3.15 -8.06
C 0.31 3.25 -6.66
O 0.15 4.60 -6.32
H 2.06 3.54 -8.02
H 0.51 3.71 -8.83
H 1.16 2.10 -8.32
H 0.95 2.75 -5.94
H -0.69 2.81 -6.68
H -0.25 4.62 -5.45
C 6.25 -2.76 4.14
C 6.26 -3.89 3.12
O 7.27 -4.76 3.61
H 5.39 -2.10 4.02
H 7.13 -2.12 4.08
H 6.26 -3.15 5.15
H 6.57 -3.57 2.12
H 5.26 -4.32 3.04
H 8.12 -4.33 3.51
C 0.72 -5.87 -6.68
C 0.23 -4.51 -6.13
O 0.70 -4.52 -4.80
H 0.24 -6.70 -6.15
H 1.79 -6.02 -6.65
H 0.35 -5.96 -7.70
H -0.85 -4.45 -6.21
H 0.66 -3.70 -6.73
H 1.65 -4.45 -4.92
C -0.16 -8.47 1.88
C 0.76 -7.45 1.22
O 0.17 -7.09 -0.03
H -0.22 -9.29 1.17
H -1.14 -8.03 2.07
H 0.31 -8.78 2.81
H 1.75 -7.88 1.14
H 0.83 -6.56 1.85
H 0.37 -7.87 -0.55
C 0.93 -3.09 5.43
C -0.28 -3.62 6.12
O 0.02 -3.73 7.48
H 1.37 -2.29 6.01
H 0.65 -2.74 4.44
H 1.69 -3.86 5.34
H -0.69 -4.52 5.66
H -1.11 -2.93 6.02
H -0.81 -3.84 7.95
C 5.01 2.45 7.44
C 3.85 2.34 6.53
O 4.41 2.28 5.22
H 4.66 2.56 8.46
H 5.61 3.34 7.24
H 5.70 1.62 7.28
H 3.23 3.21 6.76
H 3.32 1.43 6.83
H 3.69 2.46 4.61
C -7.13 -1.98 -5.76
C -5.73 -1.55 -5.39
O -5.70 -0.96 -4.15
H -7.09 -2.56 -6.68
H -7.83 -1.15 -5.84
H -7.43 -2.61 -4.92
H -5.34 -0.87 -6.15
H -5.02 -2.37 -5.41
H -4.78 -1.03 -3.89
C -5.04 5.75 -4.39
C -5.62 4.49 -4.98
O -6.43 3.78 -4.06
H -4.57 5.56 -3.42
H -5.93 6.34 -4.15
H -4.36 6.30 -5.04
H -4.86 3.84 -5.40
H -6.33 4.73 -5.77
H -6.04 2.91 -3.99
C 8.30 2.07 -0.81
C 7.24 1.69 0.19
O 7.52 2.23 1.42
H 8.27 1.51 -1.74
H 9.33 2.10 -0.45
H 8.07 3.09 -1.12
H 7.24 0.60 0.32
H 6.27 1.99 -0.19
H 6.78 2.00 1.99
C -5.38 5.49 1.57
C -4.33 6.57 2.07
O -3.15 5.95 2.41
H -5.85 5.01 2.43
H -4.87 4.76 0.93
H -6.22 5.87 1.00
H -4.82 7.18 2.83
H -4.04 7.22 1.24
H -3.28 5.37 3.16
C 4.21 -0.58 -4.83
C 5.02 -1.74 -4.23
O 4.75 -2.98 -4.80
H 4.51 0.35 -4.36
H 3.14 -0.72 -4.65
H 4.37 -0.50 -5.91
H 4.89 -1.84 -3.15
H 6.09 -1.56 -4.35
H 5.58 -3.46 -4.90
C 4.18 7.76 5.14
C 3.16 8.51 4.27
O 1.97 7.71 4.10
H 5.20 8.14 5.13
H 4.32 6.80 4.66
H 3.73 7.64 6.13
H 3.68 8.85 3.38
H 2.90 9.46 4.73
H 1.57 7.54 4.96
*
```


(2)
A cluster of 2 separate species, C9H17NSi2 in total, computed with ωB97M-V/def2-TZVPD.

The calculation puts the LUMO energy at -0.0350 hartree. As for the gap between HOMO and LUMO: 7.47 eV.

Structure (ORCA input):
```
! RIJCOSX wB97M-V def2-TZVPD def2/J DEFGRID3
* xyz 0 1
C 4.01 -3.45 1.10
C 3.44 -3.44 2.36
C 3.85 -2.37 0.26
C 2.70 -2.29 2.81
C 3.04 -1.27 0.64
C 2.52 -1.26 1.90
C -1.63 3.21 -1.37
C -2.23 -0.19 -2.19
C -3.52 1.37 0.13
N -0.60 0.75 0.05
Si 1.59 0.11 2.82
Si -1.88 1.28 -0.91
H 4.57 -4.23 0.64
H 3.43 -4.30 3.09
H 4.00 -2.58 -0.77
H 2.21 -2.32 3.74
H 3.00 -0.45 -0.05
H -0.86 3.55 -0.59
H -1.36 3.23 -2.41
H -2.54 3.75 -1.32
H -1.43 -0.33 -2.86
H -2.51 -1.07 -1.70
H -3.10 0.00 -2.88
H -3.97 0.50 0.64
H -3.27 2.15 0.84
H -4.30 1.82 -0.53
H 0.14 0.16 -0.32
H -0.55 0.85 1.13
H 2.90 0.60 3.71
*
```


(3)
A cluster of 2 separate species, C4H11NO2S in total, computed with ωB97M-V/def2-TZVPD.

The calculation puts the LUMO energy at 0.0268 hartree. As for the gap between HOMO and LUMO: 10.07 eV. Its SMILES is O=CNCCCS.O.

Structure (ORCA input):
```
! RIJCOSX wB97M-V def2-TZVPD def2/J DEFGRID3
* xyz 0 1
O -0.23 2.64 2.05
C -0.77 1.66 1.58
N -1.30 1.58 0.34
C -1.59 0.27 -0.25
C -0.61 -0.15 -1.32
C -0.48 -1.69 -1.43
S 1.06 -2.33 -0.73
H -0.87 0.75 2.17
H -0.95 2.27 -0.30
H -1.58 -0.43 0.58
H -2.63 0.27 -0.59
H -0.92 0.23 -2.29
H 0.35 0.32 -1.14
H -1.29 -2.17 -0.87
H -0.64 -2.05 -2.44
H 1.84 -1.85 -1.68
O 2.21 0.77 0.31
H 1.77 0.09 0.85
H 2.84 1.21 0.89
*
```


(4)
The ion C4H9N2 with charge +1, computed with ωB97M-V/def2-TZVPD.

The calculation puts the LUMO energy (alpha / beta) at -0.1816 / -0.1816 hartree. As for the gap between HOMO and LUMO (alpha / beta): 8.44 / 8.44 eV.

Structure (ORCA input):
```
! RIJCOSX wB97M-V def2-TZVPD def2/J DEFGRID3
* xyz 1 1
C -0.39 0.90 -0.25
C -2.08 -0.14 -1.58
C 1.84 0.91 0.50
C 0.51 -1.12 0.85
N -1.65 0.56 -0.57
N 0.59 0.23 0.36
H -3.05 -0.15 -1.92
H -1.40 -0.81 -1.97
H 2.70 0.53 -0.24
H 1.57 1.93 0.28
H 2.18 0.68 1.46
H -0.46 -1.40 1.20
H 0.93 -1.90 0.18
H 1.09 -1.31 1.73
H -2.37 1.08 -0.04
*
```


Calculated values (eV Å⁻¹) of strongest force on any atom for the records, taken in order: 7.64, 4.04, 1.07, 4.20.
Calculated values (kJ/mol) of energy relative to the best compared isomer or geometry (same formula, charge and spin) for the records, taken in order: 1461.8, 9.0, 57.1, 434.5.